Record 1
DFT (ωB97M-V/def2-TZVPD) results for a molecular structure, C34H47BrEuN4O4SSi4 at a distorted geometry.

```
96
Properties=species:S:1:pos:R:3
Eu 0.36 -0.04 0.34
O -0.55 -1.93 1.70
C -1.40 -2.97 1.26
C -1.58 -2.91 -0.24
C -2.49 -3.75 -0.86
C -2.59 -3.73 -2.24
C -1.77 -2.87 -2.96
C -0.91 -2.05 -2.26
N -0.82 -2.06 -0.92
H 0.14 -2.26 2.32
H -2.37 -2.89 1.75
H -0.97 -3.94 1.53
H -3.10 -4.42 -0.26
H -3.29 -4.38 -2.75
H -1.80 -2.83 -4.04
H -0.23 -1.38 -2.77
Br -0.30 1.59 7.93
C -0.61 1.49 6.06
C -0.01 0.49 5.31
C -0.22 0.44 3.95
C -1.00 1.39 3.28
C -1.63 2.36 4.07
C -1.43 2.41 5.44
N -1.10 1.32 1.89
C -1.48 2.43 1.24
C -1.64 2.46 -0.15
C -2.04 3.65 -0.82
C -2.29 3.62 -2.16
C -2.14 2.41 -2.87
C -1.68 1.32 -2.18
N -1.41 1.31 -0.86
H 0.62 -0.26 5.79
H 0.24 -0.36 3.39
H -2.31 3.08 3.63
H -1.92 3.18 6.03
H -1.63 3.37 1.77
H -2.16 4.56 -0.24
H -2.61 4.52 -2.68
H -2.33 2.35 -3.93
H -1.51 0.39 -2.70
O 3.91 -2.41 2.33
S 2.79 -1.64 2.76
O 1.65 -2.37 3.29
N 2.25 -0.63 1.60
C 2.31 0.67 2.01
O 1.75 1.56 1.34
C 2.98 0.85 3.32
C 3.25 2.03 3.99
C 3.84 1.93 5.25
C 4.14 0.69 5.80
C 3.87 -0.49 5.12
C 3.29 -0.37 3.88
H 2.99 2.98 3.55
H 4.06 2.83 5.81
H 4.60 0.65 6.78
H 4.11 -1.46 5.55
C 2.11 -3.05 -3.80
Si 3.06 -2.07 -2.49
C 3.02 -3.14 -0.94
C 4.84 -2.04 -3.09
Si 2.13 0.05 -2.08
Si 1.60 0.79 -4.24
C 0.01 0.08 -5.00
C 1.43 2.67 -4.27
C 2.89 0.30 -5.52
Si 3.96 1.44 -1.58
C 5.16 1.83 -2.98
C 3.34 3.13 -1.02
C 5.05 0.70 -0.22
H 2.71 -3.94 -4.05
H 1.96 -2.50 -4.72
H 1.14 -3.41 -3.44
H 3.30 -4.17 -1.17
H 2.02 -3.17 -0.50
H 3.71 -2.77 -0.17
H 5.23 -3.06 -3.20
H 5.50 -1.51 -2.39
H 4.91 -1.54 -4.06
H -0.91 0.43 -4.53
H 0.01 -1.01 -4.99
H -0.02 0.39 -6.05
H 0.95 3.05 -3.37
H 0.85 3.01 -5.13
H 2.42 3.13 -4.33
H 2.82 -0.77 -5.75
H 3.92 0.50 -5.20
H 2.71 0.85 -6.45
H 4.68 2.38 -3.79
H 5.62 0.93 -3.41
H 5.96 2.45 -2.58
H 3.29 3.80 -1.89
H 4.03 3.58 -0.30
H 2.35 3.11 -0.56
H 5.72 -0.05 -0.65
H 4.50 0.21 0.58
H 5.67 1.49 0.21
```

Results
expectation value of S² = 15.82
frontier orbital gap (spin up / spin down) = 5.03 / 6.60 eV
highest occupied orbital energy (spin up / spin down) = -0.2163 / -0.2600 hartree
2S+1 = 8
E = -6684.4316 Ha

Record 2
DFT (ωB97M-V/def2-TZVPD) results for a molecular structure, C34H47Cl16N3O6 at a distorted geometry.

```
106
Properties=species:S:1:pos:R:3
Cl 3.47 3.56 -0.88
C 2.30 4.76 -0.32
C 2.99 5.87 0.45
Cl 1.94 7.28 0.70
H 1.54 4.27 0.28
H 1.83 5.13 -1.23
H 3.87 6.28 -0.04
H 3.30 5.45 1.40
Cl -6.27 -4.69 -1.11
C -4.88 -3.89 -0.35
C -4.79 -2.48 -0.89
Cl -3.77 -1.51 0.20
H -3.98 -4.48 -0.54
H -4.99 -3.91 0.73
H -5.76 -2.02 -1.08
H -4.36 -2.41 -1.89
Cl 3.68 -3.47 1.76
C 2.06 -3.54 2.55
C 1.96 -4.61 3.61
Cl 3.13 -4.28 4.92
H 1.28 -3.65 1.80
H 1.91 -2.53 2.95
H 2.12 -5.60 3.19
H 0.98 -4.57 4.09
Cl -4.25 -3.88 3.73
C -3.05 -4.45 2.56
C -2.50 -3.30 1.71
Cl -1.67 -3.87 0.24
H -3.44 -5.20 1.85
H -2.28 -5.05 3.05
H -1.81 -2.72 2.32
H -3.26 -2.58 1.41
Cl -1.27 -1.51 4.62
C -0.88 0.00 5.55
C 0.53 0.51 5.30
Cl 1.70 -0.81 5.35
H -1.00 -0.26 6.60
H -1.63 0.73 5.27
H 0.69 1.33 6.00
H 0.61 0.93 4.30
Cl 2.60 -0.38 -6.82
C 0.85 -0.14 -7.19
C 0.08 0.06 -5.90
Cl -0.02 -1.40 -4.94
H 0.60 -1.07 -7.69
H 0.73 0.73 -7.82
H -0.92 0.47 -6.05
H 0.52 0.87 -5.31
Cl -5.15 1.87 -6.73
C -4.28 3.40 -6.60
C -2.80 3.11 -6.36
Cl -2.48 2.67 -4.66
H -4.70 4.05 -5.83
H -4.43 3.97 -7.51
H -2.17 3.91 -6.74
H -2.54 2.30 -7.04
Cl -1.30 -3.95 -2.38
C 0.46 -4.11 -2.67
C 1.18 -4.04 -1.34
Cl 2.89 -4.58 -1.51
H 0.80 -3.35 -3.36
H 0.52 -5.13 -3.05
H 0.77 -4.58 -0.49
H 1.11 -2.99 -1.03
C -3.83 1.70 0.63
C -4.57 2.90 0.66
C -3.89 4.09 0.46
C -2.53 4.11 0.20
C -1.83 2.93 0.23
C -2.46 1.71 0.46
N -1.82 5.34 -0.20
O -0.62 5.24 -0.36
O -2.45 6.35 -0.37
H -4.41 0.78 0.68
H -5.61 2.86 0.92
H -4.43 5.02 0.58
H -0.77 2.83 0.02
H -1.90 0.80 0.56
C 4.04 -0.05 2.67
C 4.61 0.81 1.76
C 5.97 1.13 1.79
C 6.74 0.74 2.88
C 6.13 -0.06 3.84
C 4.80 -0.40 3.80
N 8.21 0.85 2.81
O 8.86 0.09 3.50
O 8.68 1.64 2.01
H 3.05 -0.47 2.59
H 4.04 1.11 0.88
H 6.43 1.77 1.05
H 6.70 -0.42 4.69
H 4.40 -1.01 4.59
C -0.71 0.63 -1.99
C 0.10 1.48 -1.25
C 0.60 1.13 -0.01
C 0.31 -0.14 0.46
C -0.40 -1.04 -0.31
C -1.00 -0.64 -1.51
N 0.85 -0.59 1.75
O 1.47 0.20 2.44
O 0.64 -1.75 2.07
H -1.10 0.92 -2.96
H 0.35 2.44 -1.69
H 1.30 1.80 0.49
H -0.64 -2.02 0.06
H -1.66 -1.32 -2.04
```

Results
frontier orbital gap = 8.28 eV
highest occupied orbital energy = -0.3486 hartree
energy above the lowest of the compared OMol25 structures with the same formula, charge and spin = 102.7 kcal/mol
E = -9302.1388 Ha

Record 3
DFT (ωB97M-V/def2-TZVPD) results for a molecular structure, C34H47FNO3PS2V at a distorted geometry.

```
90
Properties=species:S:1:pos:R:3
V 0.05 0.25 0.48
C -3.20 2.81 2.43
C -3.00 1.31 2.73
C -3.50 0.91 4.11
C -3.58 0.44 1.64
C -4.96 0.58 1.28
C -5.54 -0.16 0.29
C -4.85 -1.14 -0.35
C -3.52 -1.40 -0.02
C -2.82 -2.35 -0.95
C -2.06 -1.60 -2.02
C -1.88 -3.35 -0.32
C -2.89 -0.60 0.99
N -1.51 -0.79 1.24
C -1.15 -1.69 2.25
C -2.01 -2.63 2.89
C -1.51 -3.44 3.89
C -0.17 -3.51 4.23
C 0.71 -2.61 3.64
C 0.20 -1.78 2.66
F 1.10 -0.80 2.26
H -2.85 3.45 3.27
H -4.26 2.99 2.20
H -2.62 3.11 1.55
H -1.95 1.08 2.77
H -4.55 1.20 4.19
H -2.95 1.41 4.90
H -3.35 -0.18 4.34
H -5.51 1.31 1.78
H -6.61 -0.03 0.08
H -5.25 -1.73 -1.16
H -3.62 -2.95 -1.39
H -1.18 -1.14 -1.59
H -2.58 -0.78 -2.52
H -1.70 -2.37 -2.71
H -1.54 -4.13 -1.06
H -2.44 -3.87 0.47
H -1.02 -2.77 0.06
H -3.06 -2.57 2.71
H -2.20 -4.20 4.30
H 0.12 -4.16 5.07
H 1.77 -2.51 3.91
C 0.71 2.27 -3.65
C 1.17 3.61 -3.06
C 2.68 3.68 -2.86
O 0.55 3.95 -1.81
P 0.06 2.98 -0.63
S -1.39 1.76 -1.14
S 1.63 2.10 0.30
O -0.46 4.07 0.41
C 0.27 4.54 1.64
C -0.32 5.88 2.00
C 0.20 3.61 2.81
H 1.37 2.03 -4.50
H -0.34 2.29 -3.88
H 0.84 1.52 -2.88
H 0.84 4.38 -3.71
H 3.13 2.90 -2.25
H 2.90 4.66 -2.34
H 3.11 3.58 -3.85
H 1.26 4.64 1.27
H -1.31 5.77 2.51
H -0.46 6.52 1.19
H 0.29 6.36 2.72
H -0.72 3.81 3.33
H 1.07 3.79 3.47
H 0.20 2.59 2.48
C 5.99 -4.52 -3.02
C 4.91 -3.48 -2.77
C 4.80 -2.23 -3.42
C 3.83 -1.31 -3.06
C 3.74 0.06 -3.76
C 2.96 -1.56 -2.01
C 2.07 -0.51 -1.59
O 1.09 -0.73 -0.95
C 3.10 -2.77 -1.31
C 2.14 -3.14 -0.20
C 4.04 -3.70 -1.74
H 5.76 -5.50 -2.63
H 6.94 -4.27 -2.52
H 6.20 -4.72 -4.07
H 5.44 -2.02 -4.28
H 4.26 -0.04 -4.75
H 4.16 0.96 -3.21
H 2.72 0.23 -4.06
H 2.36 0.51 -1.91
H 1.15 -3.12 -0.62
H 2.10 -2.34 0.58
H 2.36 -4.07 0.34
H 4.05 -4.62 -1.16
```

Results
expectation value of S² = 3.76
frontier orbital gap (spin up / spin down) = 6.37 / 6.79 eV
highest occupied orbital energy (spin up / spin down) = -0.2522 / -0.2701 hartree
energy above the lowest of the compared OMol25 structures with the same formula, charge and spin = 0.0 kcal/mol
2S+1 = 4
E = -3785.9555 Ha